72
Properties=species:S:1:pos:R:3:forces:R:3:lowdin_charge:R:1 method="wB97M-V/def2-TZVPD" homo_ha=-0.4403 mol_weight_g_mol=708.384 e_lumo_ev=-4.18 charge=+1 gap_ev=7.80
C 4.918 -1.755 0.422 0.0 -0.1 0.5 -0.1431
C 4.017 -0.781 1.168 0.4 0.2 -0.4 -0.7637
Br 5.012 0.004 2.644 -0.1 -0.1 0.2 0.7160
C 3.410 0.275 0.183 -0.2 -0.8 0.3 -0.6615
Br 4.047 2.101 0.334 -0.7 -1.2 -0.5 0.9710
C 1.926 0.319 0.364 0.1 0.2 0.3 -0.2276
C 1.346 0.475 1.609 0.3 0.0 0.0 0.0466
C -0.025 0.472 1.687 0.3 -0.1 0.1 0.0272
N -0.745 0.321 0.585 -0.7 0.5 -0.2 -0.0862
C -2.221 0.277 0.687 -0.4 -0.9 0.0 -0.0827
C -2.623 -1.069 1.298 0.5 -0.1 0.3 -0.1372
C -1.945 -2.254 0.600 -0.3 -0.2 0.2 -0.2337
O -0.659 -2.527 1.164 0.2 0.3 -0.2 -0.0746
N -0.254 0.188 -0.626 0.3 0.0 0.2 0.1694
C 1.056 0.182 -0.724 0.4 0.1 0.1 -0.0159
H 5.243 -2.527 1.120 0.1 0.0 -0.1 0.0785
H 5.807 -1.260 0.033 -0.1 0.0 -0.1 0.0885
H 4.362 -2.250 -0.377 0.0 0.1 -0.1 0.0864
H 3.216 -1.348 1.640 0.0 0.1 0.0 0.0813
H 3.627 -0.118 -0.809 0.0 0.4 -0.1 0.0931
H 1.939 0.582 2.508 0.0 0.0 0.0 0.1312
H -0.553 0.567 2.624 -0.1 0.0 -0.1 0.1587
H -2.613 0.319 -0.326 0.2 0.3 0.0 0.1359
H -2.566 1.114 1.290 0.1 0.1 -0.1 0.1348
H -2.299 -1.096 2.343 -0.2 0.0 0.0 0.1184
H -3.705 -1.196 1.298 0.0 0.2 -0.2 0.1101
H -1.806 -2.040 -0.463 0.0 -0.1 0.0 0.1063
H -2.591 -3.124 0.698 0.0 0.0 -0.2 0.1067
H -0.710 -3.309 1.718 -0.1 0.0 0.0 0.0962
H 1.500 0.051 -1.703 -0.4 0.0 -0.2 0.1400
C 6.463 8.362 2.938 0.0 0.0 0.0 -0.0575
C 7.170 7.196 3.202 -0.1 0.1 0.0 -0.0550
C 6.706 5.980 2.730 0.1 -0.1 0.1 0.0039
C 5.535 5.962 1.993 0.0 0.1 0.1 -0.1446
C 4.811 7.110 1.722 -0.1 0.1 -0.1 0.0014
C 5.285 8.319 2.203 0.1 0.0 0.0 -0.0565
N 5.051 4.680 1.472 0.0 0.3 0.1 -0.3505
O 5.682 3.675 1.726 0.5 0.4 0.3 -0.0477
O 4.034 4.679 0.795 0.1 0.5 0.1 -0.0692
H 6.833 9.310 3.305 0.0 0.0 0.0 0.1122
H 8.086 7.234 3.775 0.0 0.0 0.0 0.1126
H 7.247 5.068 2.929 -0.1 0.0 -0.1 0.1219
H 3.899 7.064 1.147 0.0 -0.1 0.0 0.1200
H 4.737 9.228 2.001 0.0 0.0 0.0 0.1120
C 0.270 -3.698 -2.479 0.0 0.0 0.0 -0.0669
C 0.078 -2.363 -2.818 0.0 -0.2 -0.1 -0.0800
C -0.062 -1.998 -4.148 0.0 0.2 0.1 0.0014
C -0.009 -2.982 -5.116 0.0 0.0 0.1 -0.1412
C 0.187 -4.313 -4.802 0.0 -0.2 0.0 0.0071
C 0.328 -4.669 -3.469 0.0 0.1 0.0 -0.0554
N -0.179 -2.596 -6.530 0.0 0.0 0.0 -0.3531
O -0.330 -1.416 -6.772 0.0 0.0 0.0 0.0812
O -0.160 -3.481 -7.357 0.0 0.0 0.0 0.0925
H 0.373 -3.978 -1.438 0.0 0.0 0.0 0.1030
H 0.028 -1.610 -2.049 -0.1 -0.1 -0.1 0.0495
H -0.213 -0.965 -4.427 0.0 0.0 -0.1 0.1196
H 0.227 -5.059 -5.581 0.0 0.1 -0.1 0.1240
H 0.480 -5.706 -3.204 0.0 0.0 0.0 0.1120
C -9.346 -1.173 -0.065 0.0 0.0 0.0 -0.0595
C -9.213 -1.753 1.190 0.0 0.0 -0.1 -0.0560
C -8.060 -2.447 1.518 -0.1 0.0 0.1 0.0005
C -7.055 -2.542 0.572 -0.1 0.0 0.0 -0.1531
C -7.167 -1.978 -0.686 0.0 0.1 -0.1 -0.0056
C -8.327 -1.289 -1.002 0.0 0.0 0.1 -0.0595
N -5.821 -3.260 0.922 0.0 -0.1 0.0 -0.3455
O -5.746 -3.766 2.021 0.0 0.0 0.0 0.0888
O -4.930 -3.305 0.089 0.0 0.1 0.0 0.0481
H -10.247 -0.630 -0.314 0.0 0.0 0.0 0.1120
H -10.009 -1.664 1.916 0.0 0.0 0.0 0.1127
H -7.947 -2.903 2.490 0.1 0.0 0.0 0.1215
H -6.369 -2.074 -1.407 0.0 -0.1 0.1 0.1176
H -8.435 -0.840 -1.980 0.0 0.0 0.0 0.1114

***

70
Properties=species:S:1:pos:R:3:forces:R:3:lowdin_charge:R:1 method="wB97M-V/def2-TZVPD" homo_ha=-0.0071 mol_weight_g_mol=693.233 e_lumo_ev=3.95 charge=-2 gap_ev=4.15
Sr 3.604 -14.403 12.921 0.4 1.2 0.8 1.2260
O 5.439 -14.649 14.660 1.5 -1.0 -0.4 -0.2628
C 6.712 -14.964 14.727 -1.9 3.0 -2.4 -0.3786
C 7.203 -15.747 15.738 2.0 -0.8 0.6 -0.0459
C 8.589 -16.004 15.827 -0.7 0.5 -0.3 -0.1143
C 9.482 -15.453 14.905 1.1 -0.8 0.3 -0.1693
C 9.005 -14.738 13.818 0.0 1.1 -0.1 -0.0987
C 7.670 -14.351 13.758 -0.3 -1.6 1.1 -0.0958
C 7.241 -13.448 12.711 -0.1 1.1 -1.8 -0.2822
N 6.202 -13.591 11.869 0.9 1.8 0.1 0.0474
C 6.284 -12.532 10.940 1.8 0.2 0.2 -0.1381
C 7.490 -11.776 11.165 -1.7 -0.3 -0.6 -0.1094
N 8.027 -12.344 12.328 0.1 -0.2 -0.5 0.0553
H 6.451 -16.044 16.445 0.1 -0.5 0.4 0.0970
H 8.996 -16.650 16.587 -0.1 0.0 0.4 0.0764
H 10.587 -15.558 15.028 -1.1 -0.3 -0.1 0.0859
H 9.720 -14.410 13.039 -0.5 0.0 0.5 0.1035
H 5.508 -12.454 10.131 1.1 0.1 1.1 0.1044
H 7.968 -10.849 10.620 -1.2 -2.2 1.4 0.1198
H 8.946 -12.041 12.708 -1.4 -0.7 -0.1 0.1527
S 3.431 -11.325 12.981 1.3 0.3 -0.2 0.3842
C 1.775 -11.639 13.256 0.4 -1.5 2.5 -0.8508
C 0.849 -11.242 12.333 -1.1 1.1 -0.3 -0.2213
C -0.435 -11.704 12.431 -2.9 -1.3 0.1 -0.1565
C -0.943 -12.510 13.536 0.0 0.3 -1.7 -0.1517
C -0.047 -12.788 14.556 1.0 0.9 -1.4 -0.2094
C 1.343 -12.437 14.429 -1.0 0.1 -1.2 -0.7584
S 2.516 -13.160 15.490 -0.1 0.0 0.4 0.4441
H 1.106 -10.457 11.588 0.0 -1.1 0.3 0.0975
H -1.101 -11.521 11.566 0.1 0.1 0.6 0.0722
H -1.963 -13.066 13.550 1.7 1.5 -0.2 0.0947
H -0.470 -13.339 15.356 0.4 -0.6 1.0 0.0588
Cl 4.404 -15.560 5.267 0.4 -0.3 -1.2 0.6326
C 3.666 -15.051 6.708 1.4 -5.1 3.8 -0.7560
C 3.204 -13.817 6.896 -1.1 2.8 -1.0 -0.2121
C 2.740 -13.417 8.100 0.0 -0.1 2.0 -0.6053
Cl 2.040 -11.877 8.308 -0.2 0.9 -0.1 0.7029
C 2.868 -14.185 9.382 -0.3 0.2 -0.5 -0.3975
O 2.764 -13.630 10.504 0.0 -1.1 -1.2 -0.1325
C 3.065 -15.611 9.099 1.4 0.4 -0.2 -0.1262
C 3.052 -16.620 10.155 1.5 0.7 0.6 -0.1857
O 3.104 -16.440 11.391 -0.7 -0.3 -2.0 -0.1339
C 3.682 -15.963 7.844 -1.9 1.0 -1.5 -0.0464
H 3.179 -13.181 6.000 -0.2 0.1 0.7 0.1118
H 3.206 -17.649 9.742 -0.4 0.2 0.4 0.1212
H 3.961 -17.010 7.673 0.1 0.4 0.1 0.0927
C 3.134 -17.821 13.933 -0.8 -0.2 0.6 -0.1165
N 2.393 -16.722 14.547 0.4 0.6 -1.0 -0.3143
C 0.999 -16.520 14.177 -0.2 -1.7 -0.5 -0.1020
C 2.777 -16.485 15.933 -0.8 0.4 -0.1 -0.2186
C 1.541 -16.437 16.887 1.0 1.0 0.6 -0.1824
N 1.929 -16.422 18.277 1.2 0.5 1.2 -0.3058
C 3.047 -15.589 18.679 0.0 0.7 0.8 -0.1178
C 1.788 -17.511 19.184 -2.0 -0.8 -0.9 -0.1421
H 3.144 -18.669 14.654 0.3 0.0 -0.5 0.0834
H 4.149 -17.523 13.662 0.1 -0.1 0.3 0.0774
H 2.673 -18.135 13.001 -0.2 0.0 0.0 0.0576
H 0.323 -17.277 14.756 0.6 1.1 -1.2 0.0880
H 0.980 -16.770 13.052 -0.5 0.6 1.7 0.0967
H 0.652 -15.488 14.412 0.3 -0.7 -0.3 0.0707
H 3.316 -15.542 15.939 0.0 0.2 0.5 0.0187
H 3.505 -17.250 16.198 -0.2 -0.3 0.5 0.1086
H 0.881 -17.274 16.725 -0.3 -0.3 -0.1 0.0955
H 0.996 -15.465 16.836 0.3 -0.7 -1.2 0.1089
H 4.061 -16.081 18.554 -0.8 0.6 0.0 0.0910
H 2.843 -15.457 19.772 0.8 0.2 -0.6 0.0709
H 3.025 -14.549 18.259 0.1 -1.1 -0.2 0.0810
H 0.679 -17.743 19.258 0.9 0.3 0.7 0.0879
H 2.305 -17.272 20.114 -0.6 -0.1 0.1 0.0648
H 2.155 -18.480 18.866 0.8 -0.5 -0.4 0.0557